(1)
{"formula": "C42H66O12", "method": "ωB97M-V/def2-TZVPD", "total_charge": 0, "e_tot_ha": -2542.64917, "spin_multiplicity": 1, "symbols": ["O", "C", "C", "C", "C", "O", "C", "C", "H", "H", "H", "H", "H", "H", "O", "C", "C", "C", "C", "O", "C", "C", "H", "H", "H", "H", "H", "H", "O", "C", "C", "C", "C", "O", "C", "C", "H", "H", "H", "H", "H", "H", "C", "C", "C", "O", "C", "H", "H", "H", "H", "H", "H", "H", "H", "C", "C", "C", "O", "C", "H", "H", "H", "H", "H", "H", "H", "H", "C", "C", "C", "O", "C", "H", "H", "H", "H", "H", "H", "H", "H", "C", "C", "C", "O", "C", "H", "H", "H", "H", "H", "H", "H", "H", "C", "C", "C", "O", "C", "H", "H", "H", "H", "H", "H", "H", "H", "C", "C", "C", "O", "C", "H", "H", "H", "H", "H", "H", "H", "H"], "positions_angstrom": [[-18.8002, 5.0068, 16.6081], [-19.9879, 4.6836, 16.1460], [-20.1256, 3.4723, 15.4052], [-21.3563, 3.1190, 14.8288], [-22.4520, 3.9215, 15.1081], [-23.7038, 3.5228, 14.6414], [-22.3055, 5.1725, 15.7553], [-21.0814, 5.5697, 16.2122], [-18.0790, 4.4484, 16.3985], [-19.2839, 2.7774, 15.3311], [-21.4352, 2.1668, 14.3612], [-24.5110, 3.9122, 15.0908], [-23.1653, 5.8450, 15.6432], [-21.0554, 6.5512, 16.7076], [-16.5938, 6.0338, 9.7701], [-15.5428, 5.1686, 10.1678], [-15.7506, 3.8542, 10.3805], [-14.6761, 3.0121, 10.6069], [-13.3990, 3.4708, 10.5018], [-12.3231, 2.5139, 10.5985], [-13.1361, 4.8523, 10.3827], [-14.2356, 5.6758, 10.2759], [-17.4075, 5.6962, 10.2288], [-16.7153, 3.4606, 10.4002], [-14.8578, 1.8898, 10.6189], [-11.5652, 3.1324, 10.6837], [-12.1521, 5.2632, 10.4548], [-14.1540, 6.7756, 10.2303], [-21.5331, 14.6035, 7.1649], [-21.1789, 13.6667, 8.0804], [-22.1175, 13.1677, 8.9918], [-21.7652, 12.1506, 9.8272], [-20.5137, 11.5402, 9.7734], [-20.2621, 10.5189, 10.6691], [-19.5638, 12.0820, 8.8877], [-19.8750, 13.1476, 8.0536], [-22.4965, 14.7407, 7.1370], [-23.0553, 13.6149, 9.2193], [-22.4809, 11.9355, 10.6106], [-19.4384, 10.0457, 10.4565], [-18.5710, 11.6996, 8.9732], [-19.1263, 13.6473, 7.3740], [-15.0363, 2.0149, 14.4435], [-16.3873, 1.8077, 15.1434], [-16.2415, 2.6962, 16.3387], [-15.5682, 3.9089, 15.8581], [-14.5800, 3.4511, 14.8896], [-14.9459, 1.9832, 13.3803], [-14.2626, 1.3199, 14.7581], [-16.6437, 0.7834, 15.3756], [-17.0754, 2.2755, 14.4351], [-15.4812, 2.3045, 17.0087], [-17.1839, 3.0746, 16.8257], [-13.5112, 3.4544, 15.2930], [-14.6551, 4.2083, 14.0697], [-15.2045, 12.0577, 16.6713], [-13.6681, 11.9078, 17.0736], [-13.2492, 10.6735, 16.2866], [-13.9623, 10.7688, 15.0425], [-15.2569, 11.2902, 15.3161], [-15.4085, 13.1688, 16.6189], [-15.7930, 11.5751, 17.4195], [-13.5131, 11.6530, 18.1086], [-13.1628, 12.8548, 16.9105], [-13.6126, 9.7905, 16.8153], [-12.1967, 10.5724, 16.0323], [-16.0228, 10.4617, 15.3017], [-15.6619, 11.9234, 14.5388], [-21.3787, 5.0093, 11.7205], [-21.4746, 5.9537, 10.5189], [-20.1234, 6.4168, 10.2841], [-19.2552, 5.2850, 10.5730], [-19.9847, 4.3829, 11.3679], [-22.1966, 4.3379, 11.8213], [-21.2587, 5.6274, 12.6229], [-22.1991, 6.7468, 10.6760], [-21.8024, 5.4724, 9.5668], [-19.9508, 7.3044, 10.9462], [-19.9419, 6.8049, 9.2686], [-19.4198, 4.1127, 12.2292], [-20.1183, 3.5159, 10.7157], [-17.3131, 8.9319, 7.5609], [-16.1103, 8.9966, 8.4118], [-16.5661, 9.1325, 9.8610], [-18.0174, 9.0219, 9.8843], [-18.3502, 8.5061, 8.5711], [-17.1549, 8.2310, 6.6991], [-17.5746, 9.9762, 7.2269], [-15.4546, 9.8364, 8.2324], [-15.4873, 8.1258, 8.4173], [-16.3625, 10.0958, 10.2839], [-16.0603, 8.4146, 10.4650], [-19.3315, 8.8119, 8.3633], [-18.3329, 7.4158, 8.6207], [-11.7527, 8.7978, 13.3806], [-11.6792, 7.3928, 14.0186], [-13.0527, 6.7611, 13.7641], [-13.4598, 7.4370, 12.5387], [-13.1573, 8.8197, 12.6683], [-10.9224, 8.9490, 12.7135], [-11.9194, 9.4812, 14.1854], [-11.4166, 7.3826, 15.0882], [-10.9291, 6.7890, 13.5760], [-13.7985, 6.8815, 14.5150], [-13.0633, 5.7057, 13.4813], [-13.8731, 9.3044, 13.3086], [-13.1981, 9.1947, 11.6588], [-16.5467, 6.8792, 13.8706], [-17.5514, 8.0537, 13.7015], [-18.9148, 7.4818, 13.8439], [-18.7819, 6.0296, 13.8788], [-17.4975, 5.7382, 13.3521], [-16.1676, 6.6905, 14.9122], [-15.7621, 7.0054, 13.1294], [-17.3616, 8.5330, 12.7608], [-17.3492, 8.8113, 14.4909], [-19.5200, 7.8141, 12.9866], [-19.4308, 7.7420, 14.7840], [-17.3908, 5.6435, 12.2674], [-17.1514, 4.7880, 13.7935]], "lowdin_charge": [0.07, -0.34, 0.00, -0.02, -0.32, -0.01, -0.04, -0.03, 0.04, 0.10, 0.11, 0.13, 0.12, 0.12, 0.00, -0.28, -0.03, -0.04, -0.29, 0.00, -0.01, -0.01, 0.07, 0.10, 0.15, 0.09, 0.11, 0.11, 0.03, -0.33, -0.04, -0.04, -0.30, 0.02, -0.02, -0.01, 0.11, 0.11, 0.12, 0.06, 0.10, 0.14, -0.15, -0.16, -0.18, -0.19, -0.17, 0.08, 0.10, 0.12, 0.10, 0.12, 0.12, 0.13, 0.10, -0.12, -0.15, -0.19, -0.18, -0.20, 0.12, 0.09, 0.10, 0.10, 0.12, 0.11, 0.11, 0.11, -0.10, -0.19, -0.21, -0.16, -0.19, 0.10, 0.11, 0.12, 0.13, 0.12, 0.11, 0.09, 0.12, -0.15, -0.18, -0.17, -0.17, -0.21, 0.14, 0.13, 0.11, 0.09, 0.11, 0.08, 0.11, 0.09, -0.11, -0.14, -0.16, -0.21, -0.16, 0.10, 0.06, 0.11, 0.09, 0.09, 0.10, 0.09, 0.11, -0.10, -0.15, -0.16, -0.15, -0.19, 0.12, 0.08, 0.09, 0.10, 0.11, 0.12, 0.09, 0.11]}

(2)
{"formula": "C26H62ClN4O16S5", "method": "ωB97M-V/def2-TZVPD", "total_charge": 1, "e_tot_ha": -4901.50046, "spin_multiplicity": 1, "symbols": ["C", "C", "N", "C", "N", "C", "C", "N", "N", "C", "C", "C", "Cl", "C", "C", "C", "O", "H", "H", "H", "H", "H", "H", "H", "H", "H", "H", "H", "H", "H", "H", "H", "H", "H", "H", "H", "H", "H", "H", "O", "S", "O", "O", "C", "C", "C", "H", "H", "H", "H", "H", "H", "H", "H", "O", "S", "O", "O", "C", "C", "C", "H", "H", "H", "H", "H", "H", "H", "H", "O", "S", "O", "O", "C", "C", "C", "H", "H", "H", "H", "H", "H", "H", "H", "O", "S", "O", "O", "C", "C", "C", "H", "H", "H", "H", "H", "H", "H", "H", "O", "S", "O", "O", "C", "C", "C", "H", "H", "H", "H", "H", "H", "H", "H"], "positions_angstrom": [[-0.1082, -1.6661, -4.9853], [1.3257, -1.1619, -4.8626], [1.4832, -0.2240, -3.7318], [1.7504, 1.1025, -3.9885], [1.2041, 1.7033, -4.9890], [1.3866, 3.0851, -5.4039], [0.7366, 3.2489, -6.7558], [-0.4014, 2.7469, -6.9247], [2.6166, 1.7388, -3.0993], [2.0460, 2.7068, -2.1466], [0.6955, 2.2633, -1.5813], [0.5157, 2.7868, -0.1606], [-0.6566, 2.8814, -2.5730], [3.9637, 1.9771, -3.6501], [4.6540, 3.2158, -3.0952], [4.4388, 4.5154, -3.7450], [5.6908, 3.7248, -3.8529], [-0.4667, -1.9822, -4.0058], [-0.1831, -2.5164, -5.6530], [-0.7690, -0.8654, -5.3161], [1.9906, -2.0070, -4.7175], [1.5980, -0.6851, -5.8024], [0.6849, -0.2875, -3.1027], [0.5428, 1.1922, -5.5700], [0.8879, 3.7448, -4.6958], [2.4330, 3.3592, -5.4701], [1.2908, 3.7552, -7.5418], [-0.7468, 2.8928, -7.8698], [2.7080, 2.7680, -1.2891], [1.9104, 3.7014, -2.5738], [0.6480, 1.1786, -1.5197], [1.3867, 2.5351, 0.4417], [0.3479, 3.8593, -0.1725], [-0.3467, 2.3119, 0.2974], [3.9881, 2.0680, -4.7367], [4.6122, 1.1386, -3.3829], [4.7862, 3.2462, -2.0198], [4.1354, 4.5922, -4.7782], [4.6149, 5.4165, -3.1798], [0.5060, -2.3986, 1.4818], [1.0917, -2.3861, 0.1775], [0.2586, -2.1974, -0.9752], [1.9708, -3.6780, -0.0091], [1.3402, -4.9684, 0.2368], [0.4056, -5.3906, -0.8761], [2.3610, -1.1811, 0.0586], [0.8333, -4.9350, 1.2013], [2.1741, -5.6596, 0.3258], [-0.4657, -4.7404, -0.9390], [0.0589, -6.4070, -0.6935], [0.9152, -5.3588, -1.8389], [3.0429, -1.2792, 0.8988], [1.8854, -0.2030, 0.0769], [2.8776, -1.3322, -0.8859], [4.1702, 1.8828, 0.9393], [4.8934, 3.1225, 0.9484], [4.9505, 3.8720, -0.2733], [6.3450, 2.8702, 1.5004], [7.1491, 1.8277, 0.8857], [7.7032, 2.2285, -0.4644], [4.3280, 4.1563, 2.2488], [6.5589, 0.9126, 0.8288], [7.9535, 1.6574, 1.5963], [6.9129, 2.3475, -1.2044], [8.3901, 1.4596, -0.8167], [8.2370, 3.1753, -0.3950], [4.2969, 3.5790, 3.1682], [3.3318, 4.4966, 1.9745], [5.0042, 5.0021, 2.3362], [-3.9844, -6.2202, -2.6568], [-4.7476, -5.1601, -3.2409], [-4.1264, -4.2995, -4.2021], [-5.3761, -4.2849, -2.0765], [-4.4678, -3.7912, -1.0639], [-3.6104, -2.6479, -1.5598], [-6.2526, -5.7799, -3.8987], [-3.8586, -4.6186, -0.6977], [-5.1077, -3.4705, -0.2455], [-2.9254, -2.9801, -2.3386], [-3.0183, -2.2377, -0.7410], [-4.2290, -1.8557, -1.9816], [-6.7262, -6.4137, -3.1549], [-5.9940, -6.3547, -4.7850], [-6.8879, -4.9399, -4.1647], [-1.4258, 0.1342, 7.0641], [-1.3667, -1.2872, 7.2491], [-0.2282, -1.8688, 7.8845], [-1.6046, -1.9767, 5.8385], [-0.7488, -1.5781, 4.7407], [0.6399, -2.1700, 4.8167], [-2.8393, -1.8466, 8.0243], [-0.7169, -0.4877, 4.6910], [-1.2617, -1.9346, 3.8499], [1.2014, -1.7847, 5.6666], [1.1795, -1.9268, 3.9029], [0.5883, -3.2536, 4.9198], [-3.6977, -1.4135, 7.5145], [-2.7948, -1.5098, 9.0575], [-2.8621, -2.9318, 7.9811], [-5.5167, 0.9152, 3.5207], [-5.2511, 0.9667, 4.9278], [-5.7916, -0.0478, 5.7820], [-5.6716, 2.3953, 5.4703], [-7.0159, 2.8542, 5.1857], [-8.0652, 2.1784, 6.0425], [-3.5294, 1.0948, 5.2279], [-7.2183, 2.7239, 4.1220], [-6.9847, 3.9222, 5.3885], [-8.1493, 1.1186, 5.8096], [-9.0339, 2.6465, 5.8679], [-7.8130, 2.2679, 7.0987], [-3.1123, 1.8739, 4.5958], [-3.1000, 0.1279, 4.9817], [-3.3722, 1.3163, 6.2768]], "lowdin_charge": [-0.06, -0.22, 0.09, -0.31, 0.17, -0.12, -0.19, 0.13, -0.03, -0.17, -0.70, -0.11, 0.69, -0.07, -0.35, -0.03, -0.03, 0.07, 0.09, 0.08, 0.12, 0.11, 0.13, 0.14, 0.10, 0.10, 0.12, 0.08, 0.10, 0.12, 0.08, 0.07, 0.08, 0.09, 0.12, 0.13, 0.08, 0.10, 0.12, -0.27, 0.55, -0.30, -0.25, -0.23, -0.06, -0.11, 0.12, 0.12, 0.07, 0.09, 0.09, 0.08, 0.06, 0.08, -0.28, 0.57, -0.29, -0.25, -0.23, -0.06, -0.10, 0.11, 0.13, 0.06, 0.09, 0.09, 0.08, 0.08, 0.08, -0.28, 0.56, -0.28, -0.26, -0.24, -0.07, -0.12, 0.11, 0.12, 0.06, 0.08, 0.09, 0.08, 0.08, 0.08, -0.29, 0.57, -0.26, -0.27, -0.25, -0.07, -0.11, 0.11, 0.12, 0.07, 0.06, 0.09, 0.07, 0.08, 0.08, -0.28, 0.57, -0.28, -0.26, -0.25, -0.07, -0.13, 0.11, 0.12, 0.07, 0.08, 0.09, 0.08, 0.06, 0.07]}